DFT (ωB97M-V/def2-TZVPD) results for 16 unconnected molecules or ions with the total composition C69H177N7O23 at a distorted geometry.

Geometry as XYZ:
```
276
Properties=species:S:1:pos:R:3:forces:R:3
C 3.4341 -5.6894 8.4484 1.1 0.4 -1.1
O 2.9156 -4.3684 8.3223 -1.5 -0.5 0.9
C 1.9191 -4.1042 9.3136 -0.8 0.6 0.6
C 1.1214 -2.7736 9.0043 1.8 -1.1 0.1
N 0.9088 -2.6737 7.5723 -0.2 0.0 0.2
C -0.4053 -3.1668 7.2069 0.0 -0.8 -0.4
C -0.5389 -3.2952 5.6947 0.6 0.8 -0.8
O 0.4824 -4.1190 5.1053 -0.3 0.1 0.1
C 0.3967 -4.2048 3.6542 0.2 -0.4 1.6
H 3.8093 -5.8755 7.4421 0.1 -0.4 0.1
H 2.7710 -6.5143 8.7090 -0.6 0.5 0.1
H 4.2974 -5.6966 9.1139 0.0 0.0 0.3
H 2.3995 -4.0844 10.2918 0.1 0.4 0.2
H 1.1555 -4.8719 9.4390 0.2 -0.7 -0.7
H 1.7952 -2.0005 9.3736 -0.4 0.5 -0.1
H 0.1591 -2.7631 9.5162 0.2 0.0 0.3
H 1.6089 -3.2916 7.1873 0.1 0.0 -0.6
H -1.1306 -2.5034 7.6781 -0.3 0.3 -0.6
H -0.6759 -4.1385 7.6200 0.3 -0.5 0.3
H -0.4027 -2.2961 5.2807 0.0 0.4 -0.2
H -1.5269 -3.6091 5.3578 -0.2 -0.4 0.3
H 0.5681 -3.2366 3.1839 -0.3 0.0 -0.1
H -0.5458 -4.6905 3.4014 -0.3 0.4 -0.3
H 1.1806 -4.9051 3.3657 0.1 0.1 0.0
C 3.3361 9.8754 -1.2046 0.9 0.5 0.2
O 2.9014 9.0322 -2.2322 0.2 -0.7 -0.7
C 3.4568 9.4148 -3.4869 -0.4 -0.3 -1.7
C 2.8391 8.6832 -4.7425 1.4 -0.4 1.3
N 3.6861 7.4797 -5.0693 -0.6 1.8 0.9
C 3.2249 6.5826 -6.0884 -0.8 -1.0 0.1
C 2.2141 5.6082 -5.3988 1.1 0.7 -0.5
O 2.7650 5.1950 -4.1220 -1.6 -1.1 -0.7
C 1.7756 4.3464 -3.4602 0.4 0.3 -0.3
H 2.9468 10.8779 -1.3825 0.0 0.2 0.2
H 4.4255 9.9093 -1.1892 0.3 0.2 -0.3
H 3.1209 9.5426 -0.1891 -0.8 -0.4 -0.3
H 4.5249 9.2187 -3.5815 0.2 0.1 0.6
H 3.2497 10.4671 -3.6813 0.1 0.3 0.4
H 2.9082 9.4273 -5.5360 -0.3 -0.3 -0.2
H 1.8127 8.4795 -4.4371 -0.4 -0.2 -0.6
H 3.5416 6.8905 -4.2617 0.8 0.1 0.7
H 4.0757 6.0550 -6.5196 0.1 -0.2 0.2
H 2.7447 7.0598 -6.9426 -0.2 0.3 0.1
H 2.0199 4.7726 -6.0713 -0.2 -0.3 0.3
H 1.3123 6.1990 -5.2383 -0.4 -0.2 0.2
H 0.9380 4.9260 -3.0722 0.1 0.3 0.1
H 2.2429 3.7793 -2.6551 0.2 0.3 0.0
H 1.3383 3.6230 -4.1485 0.2 -0.1 -0.3
C 3.2208 -0.1298 7.7595 0.8 -1.0 -0.6
O 3.4663 0.0154 6.3495 -0.4 0.9 -0.4
C 3.0150 -1.0881 5.5276 0.6 -1.0 1.3
C 3.2174 -0.8262 4.0622 -0.5 1.8 0.1
N 2.4324 0.3914 3.7382 -0.3 0.2 -1.2
C 1.0230 0.1079 3.4027 0.2 0.5 0.6
C 0.1027 1.3475 3.6497 0.7 -1.0 0.0
O 0.4308 2.0474 4.8278 1.1 1.8 -0.7
C 0.3209 1.5021 6.1101 -1.3 -0.9 -0.4
H 3.6407 0.6479 8.3974 0.1 0.6 -0.8
H 3.8172 -1.0015 8.0288 -0.5 -0.5 0.5
H 2.1723 -0.2279 8.0407 -0.1 -0.3 -0.4
H 1.9881 -1.3352 5.7967 -0.2 0.1 -0.2
H 3.6107 -1.9611 5.7939 0.1 -0.3 0.3
H 2.9414 -1.6200 3.3681 -0.4 -0.3 0.5
H 4.2711 -0.6545 3.8425 0.1 0.3 0.1
H 2.3982 0.9975 4.5454 0.4 0.2 0.1
H 0.7218 -0.7217 4.0424 -0.6 -0.3 -0.1
H 0.9331 -0.1837 2.3563 0.0 -0.2 0.0
H -0.9447 1.0512 3.5926 -0.3 -0.3 0.4
H 0.1861 2.0415 2.8134 0.5 0.3 0.2
H -0.7387 1.5817 6.3530 -0.2 -0.6 0.4
H 0.8221 2.0462 6.9107 0.5 0.4 -0.7
H 0.6789 0.4729 6.0827 -0.2 -0.2 0.5
C 3.5419 -7.0028 -1.0098 0.1 -0.3 -0.1
O 3.6994 -8.0296 -1.9789 0.1 0.5 -0.3
C 3.5223 -7.4719 -3.2895 -0.6 -0.3 0.6
C 3.2378 -8.6072 -4.2269 0.0 -1.7 -0.4
N 2.7915 -8.3524 -5.5772 1.1 -0.2 0.3
C 3.7700 -7.5193 -6.3044 -2.8 -0.6 -0.2
C 3.3188 -7.4374 -7.7754 0.6 0.7 -0.3
O 2.1195 -6.6720 -8.0120 0.6 0.3 -0.5
C 2.3311 -5.2386 -7.9619 0.3 -1.3 1.8
H 4.2750 -6.2087 -1.1518 0.0 0.3 -0.2
H 3.7135 -7.3702 0.0020 -0.2 -0.3 -0.2
H 2.5297 -6.6136 -1.1196 -0.1 0.4 0.3
H 4.3635 -6.8207 -3.5273 0.1 0.0 -0.2
H 2.5866 -6.9148 -3.3363 -0.1 0.7 0.3
H 2.4877 -9.2256 -3.7338 -0.1 0.0 0.1
H 4.0944 -9.2742 -4.3243 0.4 0.0 0.2
H 1.8088 -8.1397 -5.6733 0.3 0.5 -0.1
H 4.7551 -7.9691 -6.1796 0.0 0.0 -0.2
H 3.7403 -6.5457 -5.8151 0.6 0.5 -0.4
H 3.1495 -8.3834 -8.2898 -0.2 -0.3 0.7
H 4.1891 -7.0485 -8.3042 -0.1 0.7 -0.4
H 2.9444 -4.7876 -8.7420 -0.3 -0.3 -0.5
H 2.8875 -5.1472 -7.0291 0.1 0.9 0.1
H 1.3623 -4.7660 -7.8002 0.1 0.0 -0.4
C -6.6969 6.7171 -5.2661 0.7 -0.5 0.4
O -6.0275 6.1766 -4.0982 0.0 0.4 -0.6
C -4.5944 6.1434 -4.2110 -0.1 0.2 1.0
C -4.0026 5.8239 -2.8209 -1.6 0.4 -0.7
N -4.2377 4.4333 -2.4853 1.2 -1.1 0.6
C -3.5595 4.0779 -1.2291 -0.1 0.4 0.0
C -3.7596 2.6173 -0.9460 0.2 -1.7 0.7
O -3.3028 2.0504 0.3024 1.3 1.4 0.8
C -3.6545 2.8573 1.4565 -0.8 -1.0 -1.3
H -7.7750 6.5624 -5.2244 0.1 -0.3 0.5
H -6.3301 6.1971 -6.1511 0.1 0.1 -0.2
H -6.5391 7.7915 -5.3602 0.3 0.1 0.0
H -4.1613 7.0988 -4.5071 -0.3 0.3 -0.2
H -4.2602 5.3889 -4.9233 -0.1 -0.1 -0.2
H -4.4973 6.4552 -2.0829 -0.2 0.4 0.1
H -2.9587 6.1363 -2.7923 0.2 -0.7 -0.1
H -5.2013 4.1970 -2.2960 -0.5 0.6 -0.6
H -3.9790 4.6520 -0.4030 0.0 0.3 0.2
H -2.5105 4.3611 -1.3166 0.1 -0.3 0.0
H -3.2459 2.0014 -1.6842 -0.1 0.2 -0.3
H -4.7993 2.2946 -0.8920 -0.6 0.6 -0.8
H -3.1324 3.8091 1.5537 0.3 -0.2 -0.1
H -3.5462 2.2275 2.3395 0.1 0.1 -0.1
H -4.7098 3.0593 1.2731 -0.3 0.4 0.7
C -9.1746 2.5611 -0.1275 0.5 -1.0 0.9
O -9.4777 1.3895 0.6476 -0.4 0.2 -0.6
C -8.7987 1.2253 1.8663 0.3 0.2 0.7
C -7.3144 0.8764 1.7611 -1.9 -0.5 -0.6
N -7.3034 -0.3201 0.8449 2.6 1.9 1.2
C -5.8606 -0.6143 0.5778 -1.3 -1.2 -0.6
C -5.8672 -1.7262 -0.4593 0.8 -0.2 -0.2
O -6.0503 -1.1821 -1.7651 -0.1 0.0 -0.1
C -4.8269 -0.7517 -2.4016 -1.4 -1.0 0.3
H -8.1380 2.5018 -0.4592 0.3 0.2 -0.1
H -9.2940 3.4325 0.5162 -0.2 0.3 -0.3
H -9.7925 2.5599 -1.0254 -0.2 0.1 0.4
H -9.2676 0.3922 2.3899 -0.2 -0.1 -0.3
H -8.9109 2.0747 2.5401 -0.2 0.6 -0.1
H -7.0062 0.6935 2.7905 0.3 -0.6 -0.1
H -6.7456 1.7475 1.4359 0.3 0.0 -0.5
H -7.5745 0.1011 -0.0322 -0.7 -0.3 -0.4
H -5.3683 -0.9153 1.5025 0.1 0.1 0.0
H -5.3330 0.1987 0.0790 0.2 0.5 0.5
H -6.6431 -2.4653 -0.2599 -0.3 0.3 -0.1
H -4.9409 -2.2994 -0.4200 0.4 0.0 -0.1
H -5.0571 -0.5718 -3.4518 -0.2 0.4 0.1
H -4.1904 -1.6365 -2.3987 0.8 0.4 0.3
H -4.4669 0.1509 -1.9078 0.5 -0.2 -0.2
C -0.0739 2.9738 -0.2900 -0.6 0.5 0.5
O -0.2641 2.2888 -1.4991 -0.4 0.5 -0.1
C 0.4508 1.0824 -1.6314 -0.2 -0.4 -0.2
C 0.1087 0.0481 -0.5225 0.4 0.1 -1.1
N -1.3185 -0.2823 -0.5164 0.6 -0.7 0.6
C -1.7380 -1.2401 0.5418 0.9 -0.4 -1.1
C -1.2549 -2.7120 0.2087 0.6 0.0 0.1
O 0.1010 -3.0204 0.6022 -0.2 2.2 1.4
C 0.6756 -4.1537 0.0670 -0.3 0.0 -1.3
H -0.2609 4.0395 -0.4215 0.4 0.1 -0.5
H 0.9100 2.8261 0.1552 0.2 -0.1 0.0
H -0.8673 2.7373 0.4191 0.1 -0.7 0.4
H 1.5052 1.3286 -1.7564 0.5 -0.2 0.9
H 0.2103 0.7588 -2.6441 -0.5 -0.5 0.1
H 0.5608 0.4084 0.4015 -0.4 0.3 0.5
H 0.6708 -0.8700 -0.6937 0.0 0.0 -0.2
H -1.9045 0.5363 -0.5978 0.0 0.0 0.5
H -2.8225 -1.1658 0.6220 -0.1 -0.5 -0.4
H -1.4220 -0.9986 1.5567 0.6 0.2 0.2
H -1.2668 -2.8791 -0.8684 -0.6 0.1 -0.2
H -1.8404 -3.4728 0.7249 -0.7 0.1 -0.1
H 0.0699 -5.0443 0.2343 0.1 -0.4 0.4
H 1.7131 -4.2420 0.3892 -0.2 -0.1 0.4
H 0.7234 -4.0264 -1.0145 0.1 -0.2 -0.5
C -2.1604 -3.5817 -4.3311 0.0 0.6 -0.5
C -1.2375 -2.5830 -5.0684 -1.1 2.0 1.2
C -0.7459 -1.4131 -4.1280 -0.8 -0.9 0.1
O -0.1671 -3.2158 -5.6262 2.5 -1.5 -0.3
H -1.6793 -4.0364 -3.4652 0.1 0.2 0.1
H -2.4441 -4.3979 -4.9955 0.0 -0.1 -0.2
H -3.1003 -3.1115 -4.0417 0.1 0.1 0.2
H -1.6967 -2.1246 -5.9442 -1.1 0.3 0.3
H -0.4660 -1.8082 -3.1515 0.4 -0.2 0.0
H -1.5633 -0.7465 -3.8530 -0.3 0.0 -0.3
H 0.0484 -0.7633 -4.4953 0.1 -0.4 -0.4
H -0.4835 -4.0610 -5.9535 0.2 -0.1 -0.1
C -0.1218 -7.4049 -2.2107 0.8 0.2 0.4
C -1.5292 -7.9016 -1.9939 1.1 -0.2 -0.1
C -1.9425 -7.8851 -0.5346 -0.7 0.0 0.2
O -2.2826 -7.0125 -2.7622 -2.0 0.9 0.0
H -0.1250 -6.3411 -1.9731 0.1 0.1 0.2
H 0.1512 -7.4458 -3.2652 0.0 -0.3 -0.1
H 0.6495 -7.8878 -1.6108 0.0 -0.2 0.0
H -1.5926 -8.9345 -2.3360 -0.3 -0.1 -0.2
H -3.0188 -7.9887 -0.3965 -0.2 -0.1 -0.4
H -1.7140 -6.9647 0.0027 0.5 0.0 -0.2
H -1.5147 -8.7527 -0.0322 0.3 0.2 0.1
H -2.3556 -7.2002 -3.7009 0.3 -0.5 0.2
C 2.9272 -3.8243 -3.5027 -1.5 -1.6 -0.6
C 3.0805 -2.3458 -3.5949 0.7 0.2 1.2
C 2.6939 -1.6588 -2.2932 -0.6 0.2 -0.5
O 4.4830 -2.1177 -3.7734 -0.1 0.1 -0.6
H 3.2907 -4.2815 -4.4229 0.2 0.0 -0.1
H 1.8773 -4.1166 -3.4808 -0.3 0.2 0.0
H 3.3372 -4.3909 -2.6666 0.6 0.6 0.3
H 2.4574 -2.0608 -4.4426 0.4 0.6 -0.2
H 3.2407 -2.1134 -1.4670 -0.4 -0.3 0.2
H 1.6078 -1.7378 -2.2465 0.0 -0.2 0.7
H 2.9389 -0.6007 -2.2017 0.1 0.1 -0.6
H 4.7969 -2.8473 -3.2342 1.0 0.2 -0.1
C 4.5953 -3.9426 2.2194 -0.3 0.2 -0.5
C 4.8888 -5.0718 3.1415 0.0 -0.1 0.7
C 4.2905 -4.8626 4.5530 -0.2 -0.8 -0.3
O 4.3727 -6.2670 2.5655 -0.3 -0.4 0.0
H 4.7750 -4.2512 1.1895 0.3 0.1 0.0
H 5.2394 -3.1036 2.4829 -0.4 0.3 -0.1
H 3.5301 -3.7145 2.2564 0.0 0.4 0.2
H 5.9709 -5.2019 3.1517 0.2 0.2 0.5
H 4.3896 -5.8040 5.0933 0.5 0.1 0.4
H 3.2046 -4.7709 4.5309 -0.2 0.3 -0.5
H 4.6497 -4.0074 5.1254 0.4 -0.1 -0.1
H 5.0373 -6.9454 2.7052 -0.2 -0.2 0.0
C 5.1953 2.2560 2.3572 -1.0 0.9 -1.2
C 4.0201 2.3378 1.2810 1.8 -0.4 0.5
C 4.4538 2.8664 -0.0750 -0.2 0.5 0.0
O 3.5657 1.0166 1.1075 -0.2 -0.1 -0.6
H 6.0467 1.7709 1.8798 0.0 -0.1 0.1
H 4.8887 1.7049 3.2462 -0.1 0.0 -0.1
H 5.5056 3.2585 2.6520 0.0 0.1 0.1
H 3.1669 2.9234 1.6232 0.1 0.5 0.4
H 3.5801 2.8442 -0.7264 0.0 -0.1 -0.2
H 5.2701 2.3266 -0.5551 -0.1 -0.3 0.2
H 4.7668 3.9100 -0.0410 0.0 0.1 0.2
H 3.2420 0.8508 1.9960 -0.6 -0.9 0.7
C -2.8959 1.1926 -6.4747 -0.6 -0.1 -0.4
C -3.0616 1.7888 -5.1093 1.3 -0.6 0.9
C -1.7796 2.5223 -4.7371 -0.4 0.5 0.8
O -4.2317 2.5550 -5.0054 -0.4 0.2 -1.0
H -1.9950 0.5876 -6.5768 0.1 0.1 0.3
H -2.8504 1.9990 -7.2067 -0.2 -0.1 -0.3
H -3.7385 0.5180 -6.6265 -0.1 0.2 -0.6
H -3.1752 0.9466 -4.4269 0.1 -0.3 0.4
H -0.9010 1.8782 -4.7008 0.0 -0.1 -0.6
H -1.8173 2.8923 -3.7125 -0.2 0.3 0.1
H -1.6534 3.3725 -5.4074 0.3 0.0 -0.1
H -4.1518 3.2552 -4.3535 0.3 0.1 0.6
C 0.6599 5.1285 3.1361 -0.6 0.6 -0.7
C 1.8060 4.9166 4.0766 1.2 1.1 -1.9
C 3.0976 5.6431 3.4888 -0.3 -0.6 1.1
O 1.4386 5.4513 5.3091 0.1 -0.2 0.9
H 0.5689 6.1423 2.7463 0.5 0.3 0.1
H -0.3162 4.9987 3.6036 0.1 -0.8 0.1
H 0.8345 4.4986 2.2639 -0.4 -0.2 -0.1
H 1.9933 3.8428 4.0708 0.1 -0.1 0.6
H 3.1309 6.7001 3.7530 -0.6 0.2 -0.3
H 3.2182 5.5063 2.4142 -0.1 0.0 0.0
H 3.9950 5.2845 3.9930 0.1 -0.5 -0.1
H 2.0016 5.0512 5.9759 0.0 0.1 0.2
C -3.2109 -0.8098 3.9022 -0.3 -1.2 -0.3
C -3.7276 -1.0577 5.2960 0.1 1.3 0.3
C -3.0031 -0.1551 6.2740 0.0 -0.3 0.3
O -5.1202 -0.7136 5.3418 0.2 0.0 0.4
H -3.7263 -1.5417 3.2804 0.1 0.0 -0.5
H -2.1418 -1.0098 3.8313 0.1 0.2 -0.1
H -3.4884 0.1774 3.5327 0.2 0.1 0.2
H -3.5623 -2.0715 5.6607 -0.2 -0.4 -0.4
H -3.5369 -0.1866 7.2238 0.0 0.5 0.0
H -2.8634 0.8467 5.8677 -0.4 0.1 0.2
H -2.0040 -0.5403 6.4777 0.1 -0.1 -0.1
H -5.6014 -1.2291 4.6904 0.0 -0.1 -0.1
C -0.8957 7.0115 -0.3902 -0.3 0.2 -0.3
C 0.4609 7.5875 -0.7435 0.7 0.1 0.4
C 1.6147 6.7826 -0.1580 0.0 0.2 -0.3
O 0.6007 7.6753 -2.1419 -1.5 -0.7 -0.6
H -1.0176 6.8847 0.6855 0.3 -0.3 0.1
H -1.0534 6.0722 -0.9202 0.1 -0.2 0.1
H -1.7173 7.6677 -0.6772 0.1 0.2 -0.3
H 0.5424 8.5776 -0.2949 -0.2 0.4 0.0
H 2.5287 7.1192 -0.6473 0.1 -0.1 0.1
H 1.4836 5.7266 -0.3941 0.1 -0.1 0.2
H 1.7206 6.9731 0.9099 -0.1 -0.3 0.1
H 1.4296 8.0752 -2.4154 0.4 0.2 0.7
```
Forces are in eV/Å.

**ΔE to the lowest compared entry with this formula, charge and spin**: 84.3 kcal per mole
**E_LUMO**: 0.4178 eV
**Strongest force on any atom**: 3.5 eV Å⁻¹
**HOMO level**: -8.55 eV

Mulliken atomic charge list, values in e, 99 entries: number 1, C, carries -0.56; number 2, O, carries -0.25; number 3, C, carries -0.75; number 4, C, carries -0.90; number 5, N, carries 0.40; number 6, C, carries -1.51; number 7, C, carries 0.79; number 8, O, carries -0.45; number 9, C, carries -0.87; number 10, H, carries -0.02; number 11, H, carries 0.36; number 12, H, carries 0.30; number 13, H, carries 0.55; number 14, H, carries 0.39; number 15, H, carries 0.32; number 16, H, carries 0.42; number 17, H, carries 0.01; number 18, H, carries 0.57; number 19, H, carries 0.37; number 20, H, carries -0.93; number 21, H, carries 0.75; number 22, H, carries 0.26; number 23, H, carries 0.53; number 24, H, carries 0.28; number 25, C, carries -0.98; number 26, O, carries -0.24; number 27, C, carries -0.84; number 28, C, carries -0.52; number 29, N, carries -0.41; number 30, C, carries -0.91; number 31, C, carries -0.45; number 32, O, carries -0.54; number 33, C, carries -0.13; number 34, H, carries 0.34; number 35, H, carries 0.36; number 36, H, carries 0.31; number 37, H, carries 0.42; number 38, H, carries 0.50; number 39, H, carries 0.46; number 40, H, carries 0.21; number 41, H, carries 0.39; number 42, H, carries 0.38; number 43, H, carries 0.34; number 44, H, carries 0.49; number 45, H, carries 0.28; number 46, H, carries 0.22; number 47, H, carries -0.10; number 48, H, carries 0.28; number 49, C, carries -0.77; number 50, O, carries -0.51; number 51, C, carries 0.87; number 52, C, carries -0.93; number 53, N, carries 0.57; number 54, C, carries 0.67; number 55, C, carries 1.14; number 56, O, carries -0.33; number 57, C, carries -0.16; number 58, H, carries 0.38; number 59, H, carries 0.34; number 60, H, carries 0.13; number 61, H, carries -0.86; number 62, H, carries 0.63; number 63, H, carries -0.05; number 64, H, carries 0.61; number 65, H, carries 0.34; number 66, H, carries -1.26; number 67, H, carries 0.02; number 68, H, carries -0.15; number 69, H, carries -0.90; number 70, H, carries 0.29; number 71, H, carries 0.29; number 72, H, carries -0.24; number 73, C, carries -0.21; number 74, O, carries -0.47; number 75, C, carries 0.37; number 76, C, carries -1.38; number 77, N, carries -0.24; number 78, C, carries 0.30; number 79, C, carries -0.77; number 80, O, carries -0.37; number 81, C, carries -0.18; number 82, H, carries 0.28; number 83, H, carries 0.17; number 84, H, carries -0.04; number 85, H, carries 0.49; number 86, H, carries -0.04; number 87, H, carries 0.39; number 88, H, carries 0.36; number 89, H, carries 0.32; number 90, H, carries 0.32; number 91, H, carries -0.36; number 92, H, carries 0.37; number 93, H, carries 0.38; number 94, H, carries 0.32; number 95, H, carries -0.04; number 96, H, carries 0.13; number 97, C, carries -0.78; number 98, O, carries -0.31; number 99, C, carries -0.85